A) Molecular formula: C5H8O2
Method: DFT, ωB97M-V/def2-TZVPD

Geometry as XYZ:
```
15
Properties=species:S:1:pos:R:3
O -0.626 -1.969 -0.470
C -0.367 -0.903 0.447
C -1.348 0.225 0.302
C -0.745 1.389 0.071
C 0.751 1.267 0.121
C 1.013 -0.243 0.131
O 1.445 -0.652 -1.135
H -1.209 -1.622 -1.158
H -0.382 -1.355 1.447
H -2.414 0.045 0.397
H -1.236 2.350 -0.064
H 1.119 1.725 1.041
H 1.267 1.745 -0.716
H 1.769 -0.522 0.871
H 0.963 -1.481 -1.285
```

Output
Kohn-Sham gap   10.737 eV
Lowest unoccupied orbital energy   0.92 eV
SMILES   O[C@@H]1C=CC[C@@H]1O

***

B) Molecular formula: C5H8O2
Method: DFT, ωB97M-V/def2-TZVPD

Geometry as XYZ:
```
15
Properties=species:S:1:pos:R:3
O 0.131 -0.508 2.826
C 0.777 0.396 2.351
C -0.029 -0.896 -0.467
C -0.705 -0.713 -1.613
C 0.252 0.296 -2.229
C 0.984 0.117 -0.872
O 1.934 0.650 -0.356
H -1.968 0.034 1.870
H 1.880 0.401 2.362
H 0.294 1.264 1.862
H -0.181 -1.495 0.424
H -1.636 -1.129 -1.983
H -2.408 0.328 1.345
H -0.137 1.303 -2.415
H 0.812 -0.048 -3.104
```

Output
Kohn-Sham gap   10.369 eV
Lowest unoccupied orbital energy   0.43 eV

***

The most stable of them is A).

***

A) Molecular formula: C5H8O2
Method: DFT, ωB97M-V/def2-TZVPD

Geometry as XYZ:
```
15
Properties=species:S:1:pos:R:3
O -1.193 -2.432 -0.453
C -1.340 -1.022 -0.491
C -0.200 -0.521 0.347
O 1.114 -0.660 -0.232
C 1.488 0.616 0.292
C 0.832 1.677 -0.498
C 0.061 0.958 0.625
H -0.737 -2.583 0.379
H -1.317 -0.651 -1.521
H -2.283 -0.687 -0.026
H -0.248 -1.198 1.228
H 2.384 0.676 0.899
H 0.671 1.539 -1.567
H 1.125 2.696 -0.230
H -0.378 1.545 1.421
```

Output
Kohn-Sham gap   10.790 eV
Lowest unoccupied orbital energy   1.01 eV

***

B) Molecular formula: C5H8O2
Method: DFT, ωB97M-V/def2-TZVPD

Geometry as XYZ:
```
15
Properties=species:S:1:pos:R:3
O -0.344 1.727 0.464
C 0.538 1.313 -0.558
C 1.017 -0.134 -0.433
C -0.185 -1.068 -0.376
O 0.237 -2.411 -0.292
C -1.164 -0.700 0.664
C -1.085 0.692 1.079
H -0.403 0.466 1.929
H 1.402 1.985 -0.534
H 0.001 1.463 -1.506
H 1.599 -0.284 0.486
H 1.660 -0.386 -1.280
H -0.788 -0.911 -1.304
H -0.480 -2.873 0.168
H -2.006 1.120 1.495
```

Output
Kohn-Sham gap   8.929 eV
Lowest unoccupied orbital energy   -0.05 eV

***

C) Molecular formula: C5H8O2
Method: DFT, ωB97M-V/def2-TZVPD

Geometry as XYZ:
```
15
Properties=species:S:1:pos:R:3
C 1.929 -0.649 -0.379
C 1.525 -0.324 0.852
C 0.108 0.082 1.182
C -0.612 0.820 0.036
C -1.442 -0.169 -0.757
O -1.369 -1.366 -0.723
O -2.485 0.440 -1.385
H 1.505 -0.048 -1.182
H 2.954 -0.911 -0.588
H 2.267 -0.343 1.646
H -0.453 -0.825 1.387
H 0.146 0.721 2.064
H -1.364 1.501 0.431
H 0.129 1.300 -0.596
H -2.837 -0.229 -1.988
```

Output
Kohn-Sham gap   10.291 eV
Lowest unoccupied orbital energy   0.80 eV
SMILES   C=CCCC(=O)O

***

The most stable of them is C).